Formula: C4H7NO3
Source: the OMol25 dataset
Level of theory: ωB97M-V with the def2-TZVPD basis set

The value obtained for the electronic energy is -11886.5005 eV. The calculation puts the energy above the lowest of the compared OMol25 structures with the same formula, charge and spin at 148.6 kcal/mol. The calculation puts the highest occupied orbital energy at 0.0226 Eh. As for the charge: -2. For the LUMO energy, the calculation gives 6.78 eV.

```
15
Properties=species:S:1:pos:R:3:lowdin_charge:R:1
O -2.2536 -0.7744 -1.5211 -0.150
C -1.8238 0.2383 -0.8329 -0.669
O -2.1637 1.4451 -0.9390 -0.108
C -0.6514 -0.0809 0.2551 -0.263
C 0.6315 0.0037 -0.6596 -0.169
C 2.0449 -0.0892 0.0004 -0.488
O 3.0912 -0.1397 -0.9888 -0.491
N -0.8655 -0.3289 2.0267 -0.046
H -0.7717 0.7925 0.8857 0.095
H 0.4240 0.9321 -1.1774 0.091
H 0.5582 -0.8275 -1.3708 0.103
H 2.1445 0.6629 0.8232 0.071
H 1.9474 -0.9683 0.5844 0.043
H -0.7184 -1.1109 0.6713 0.107
H -1.5936 0.2450 2.2429 -0.125
```